The following is a DFT calculation (the ωB97M-V functional and the def2-TZVPD basis) of a structure of composition C13H16AsBF4N3PbS6Sb.

Summary:
- calculated total energy (eV) = -167405.612
- ΔE to the lowest compared entry with this formula, charge and spin (kJ/mol) = 65.03
- HOMO energy (Ha) = -0.091

```
! wB97M-V def2-TZVPD RIJCOSX def2/J DEFGRID3
* xyz -2 1
Pb -0.233 0.408 -2.584
S 3.429 3.910 -1.132
Sb 2.721 2.415 -2.713
S 2.154 0.278 -1.645
S 0.395 2.783 -3.386
S 4.149 2.063 -4.451
N -2.686 1.515 1.223
C -1.550 2.149 1.673
C -1.275 2.857 2.835
C -0.006 3.389 2.956
C 0.950 3.214 1.949
C 0.672 2.508 0.797
C -0.601 1.972 0.651
N -1.177 1.246 -0.381
C -2.412 0.990 -0.006
C -3.423 0.269 -0.761
C -4.637 -0.136 -0.277
S -5.507 -0.982 -1.481
C -4.194 -0.712 -2.570
N -3.210 -0.056 -2.070
H -3.557 1.434 1.711
H -2.018 2.970 3.616
H 0.257 3.952 3.843
H 1.935 3.650 2.053
H 1.427 2.396 0.036
H -5.041 -0.008 0.714
H -4.224 -1.103 -3.574
C 3.600 0.168 1.479
As 2.553 -1.464 1.386
C 3.506 -2.583 2.697
C 2.844 -2.614 -0.152
H 4.653 -0.072 1.629
H 3.214 0.742 2.320
H 3.479 0.746 0.568
H 4.574 -2.613 2.477
H 3.093 -3.590 2.630
H 3.337 -2.209 3.705
H 3.817 -3.099 -0.068
H 2.801 -2.051 -1.078
H 2.048 -3.358 -0.137
F -4.632 -3.660 -3.053
B -3.280 -4.034 -3.300
F -2.842 -4.880 -2.273
F -3.204 -4.698 -4.539
F -2.493 -2.861 -3.341
S 0.593 -1.241 2.023
*
```

Mulliken population analysis, charges in e, atoms 1 to 4: Pb 0.78; S -0.69; Sb 0.73; S -0.62

---

The following is a DFT calculation (the ωB97M-V functional and the def2-TZVPD basis) of a structure of composition C13H16BN6NiS2 in a non-equilibrium geometry.

Summary:
- calculated total energy (eV) = -86076.481
- HOMO energy (spin up / spin down) (Ha) = -0.098 / -0.103
- <S²> = 2.01

```
! wB97M-V def2-TZVPD RIJCOSX def2/J DEFGRID3
* xyz -1 3
Ni -0.139 -0.128 -0.349
C -0.606 3.590 1.780
C -0.598 2.886 0.573
N -0.461 1.591 0.807
N -0.375 1.427 2.127
C -0.458 2.614 2.743
B -0.204 0.040 2.767
N -1.344 -0.849 2.258
C -2.283 -1.502 2.960
C -3.095 -2.172 2.071
C -2.563 -1.861 0.814
N -1.517 -1.069 0.956
N 1.116 -0.566 2.266
C 2.187 -0.921 2.989
C 3.143 -1.420 2.129
C 2.552 -1.324 0.866
N 1.337 -0.811 0.975
H -0.708 4.649 1.925
H -0.677 3.256 -0.433
H -0.407 2.684 3.812
H -0.210 0.118 3.952
H -2.310 -1.448 4.031
H -3.943 -2.791 2.295
H -2.891 -2.174 -0.160
H 2.197 -0.797 4.054
H 4.117 -1.798 2.374
H 2.951 -1.591 -0.096
C 1.691 0.951 -4.519
C 0.875 0.420 -3.369
S 1.407 0.927 -1.811
C -0.198 -0.396 -3.548
C -0.683 -0.852 -4.897
S -1.133 -1.003 -2.234
H 2.490 1.575 -4.131
H 1.079 1.551 -5.193
H 2.136 0.138 -5.095
H -0.090 -0.466 -5.721
H -1.717 -0.537 -5.034
H -0.667 -1.941 -4.936
*
```

Mulliken population analysis, charges in e, atoms 1 to 4: Ni -0.26; C -1.00; C -0.08; N -0.47

---

The following is a DFT calculation (the ωB97M-V functional and the def2-TZVPD basis) of a structure of composition C13H16Br2N2O2Rh.

Summary:
- calculated total energy (eV) = -163879.150
- ΔE to the lowest compared entry with this formula, charge and spin (kJ/mol) = 19.67
- HOMO energy (Ha) = -0.722

```
! wB97M-V def2-TZVPD RIJCOSX def2/J DEFGRID3
* xyz 3 1
Rh 0.266 0.674 0.705
O 1.218 -4.849 2.767
C 0.874 -3.703 2.256
C -0.267 -3.488 1.454
C -0.531 -2.236 0.965
N 0.294 -1.207 1.258
C 1.384 -1.419 2.016
Br 2.316 0.239 2.169
C 1.735 -2.613 2.545
H 0.625 -5.590 2.559
H -0.940 -4.300 1.214
H -1.390 -2.027 0.342
H 2.621 -2.753 3.152
C -4.567 2.199 -1.643
C -3.133 1.774 -1.735
C -2.450 1.727 -2.954
C -1.121 1.308 -3.042
C -0.542 0.956 -1.859
Br 1.249 0.313 -1.561
N -1.150 1.000 -0.673
C -2.433 1.396 -0.592
H -4.862 2.765 -2.523
H -4.743 2.815 -0.762
H -5.214 1.322 -1.577
H -2.963 2.022 -3.862
H -0.587 1.268 -3.982
H -2.879 1.409 0.393
C -0.174 2.395 4.298
C -0.862 2.497 2.970
O -0.934 1.159 2.275
H -0.251 3.365 4.793
H 0.883 2.152 4.212
H -0.670 1.673 4.951
H -0.349 3.145 2.257
H -1.900 2.816 3.051
H -1.166 0.470 2.916
*
```

Mulliken population analysis, charges in e, atoms 1 to 4: Rh 0.22; O -0.42; C 0.91; C -0.66

---

The following is a DFT calculation (the ωB97M-V functional and the def2-TZVPD basis) of a structure of composition C13H16Cl2N2Tm in a non-equilibrium geometry.

Summary:
- calculated total energy (eV) = -71295.473
- ΔE to the lowest compared entry with this formula, charge and spin (kJ/mol) = 57.51
- HOMO energy (spin up / spin down) (Ha) = -0.068 / -0.068
- <S²> = 2.00

```
! wB97M-V def2-TZVPD RIJCOSX def2/J DEFGRID3
* xyz -1 3
Tm -0.153 -1.000 -1.517
Cl -0.368 1.466 -1.807
Cl -0.439 -2.643 0.297
C -0.496 -2.091 -3.368
H -0.122 -3.219 -3.335
H 0.313 -1.758 -4.129
C 2.101 -0.528 1.086
C 1.997 -0.658 -0.210
H 1.498 -1.219 1.655
C 2.640 0.266 -1.210
H 1.601 -1.605 -0.643
C 3.897 0.925 -0.633
H 2.796 -0.212 -2.198
H 1.816 1.003 -1.311
C 3.562 1.521 0.756
H 4.658 0.114 -0.545
H 4.247 1.701 -1.355
C 2.783 0.613 1.730
H 4.525 1.804 1.207
H 2.971 2.420 0.590
H 3.454 0.320 2.563
H 1.991 1.239 2.189
N -6.648 -1.566 -0.332
C -5.660 -1.040 0.014
C -4.466 -0.379 0.459
C -4.517 0.531 1.521
C -3.347 1.162 1.928
C -2.153 0.866 1.236
N -2.124 -0.009 0.229
C -3.229 -0.629 -0.161
H -5.464 0.728 2.011
H -3.328 1.873 2.754
H -1.211 1.363 1.510
H -3.126 -1.359 -0.981
*
```

Mulliken population analysis, charges in e, atoms 1 to 4: Tm 0.35; Cl -0.63; Cl -0.54; C -0.69

---

The following is a DFT calculation (the ωB97M-V functional and the def2-TZVPD basis) of a structure of composition C13H16LiO9S in a non-equilibrium geometry.

Summary:
- calculated total energy (eV) = -43205.840
- ΔE to the lowest compared entry with this formula, charge and spin (kJ/mol) = 0.00
- HOMO energy (Ha) = -0.109

```
! wB97M-V def2-TZVPD RIJCOSX def2/J DEFGRID3
* xyz -1 1
Li -1.862 -1.313 -0.680
S -2.117 -4.337 -1.743
O -2.113 -4.098 -3.112
O -1.790 -3.034 -1.179
O -3.454 -4.614 -1.192
O -1.094 -5.297 -1.308
C -3.066 1.398 -1.142
O -3.330 -0.013 -0.820
H -2.093 1.912 -1.081
H -3.763 2.017 -0.387
H -3.351 1.540 -2.210
H -4.271 -0.291 -0.951
C 1.378 0.659 2.760
C 0.802 -0.339 1.969
C -0.659 -0.419 2.004
C -1.371 0.445 2.760
C -0.759 1.568 3.441
C 0.712 1.692 3.430
O 1.269 2.703 4.220
O -1.125 -1.525 1.334
H 2.462 0.705 2.951
H 1.470 -1.070 1.257
H -2.393 0.455 2.862
H -1.421 2.330 4.126
H 1.629 2.516 4.939
H -0.734 -2.262 1.729
C 2.559 -0.576 -1.019
C 3.483 0.378 -1.300
C 3.118 1.626 -1.989
C 1.906 1.825 -2.373
C 0.886 0.882 -2.195
C 1.175 -0.296 -1.460
O 0.302 -1.240 -1.196
O 4.180 2.443 -2.240
H 2.869 -1.557 -0.621
H 4.498 0.244 -1.115
H 1.629 2.688 -2.686
H -0.116 1.144 -2.324
H 0.509 -2.214 -1.088
H 4.052 3.344 -2.378
*
```

Mulliken population analysis, charges in e, atoms 1 to 4: Li 1.00; S 0.97; O -0.69; O -1.02

---

The following is a DFT calculation (the ωB97M-V functional and the def2-TZVPD basis) of a structure of composition C13H16N2O3S.

Summary:
- calculated total energy (eV) = -33698.517
- ΔE to the lowest compared entry with this formula, charge and spin (kJ/mol) = 136.68
- HOMO energy (Ha) = -0.329

```
! wB97M-V def2-TZVPD RIJCOSX def2/J DEFGRID3
* xyz 0 1
C -1.417 0.571 0.586
C -0.370 -0.408 0.057
O -0.396 -0.422 -1.390
C -0.561 -1.848 0.545
C -0.898 -2.002 2.005
C -1.971 -2.737 2.406
C -2.312 -2.894 3.775
C -1.587 -2.303 4.755
C -0.466 -1.529 4.384
N 0.372 -0.875 5.195
S 1.465 -0.165 4.291
N 0.971 -0.632 2.817
C -0.110 -1.379 3.021
H -1.971 0.195 1.441
H -2.124 0.846 -0.188
H -0.930 1.493 0.884
H 0.629 -0.086 0.300
H -1.313 -0.603 -1.613
H -1.317 -2.357 -0.040
H 0.376 -2.375 0.365
H -2.580 -3.202 1.649
H -3.165 -3.492 4.051
H -1.840 -2.408 5.796
O -0.431 3.215 -2.648
C 0.590 2.926 -3.197
O 1.423 3.862 -3.722
C 2.517 3.226 -4.403
C 2.614 1.835 -3.792
C 1.155 1.540 -3.439
H 2.287 3.196 -5.471
H 3.414 3.822 -4.254
H 3.068 1.105 -4.459
H 3.211 1.875 -2.879
H 0.617 1.087 -4.273
H 1.050 0.922 -2.554
*
```

Mulliken population analysis, charges in e, atoms 1 to 4: C -1.37; C 0.41; O -0.50; C -1.19

---

The following is a DFT calculation (the ωB97M-V functional and the def2-TZVPD basis) of the molecule C13H16N2O5 in a non-equilibrium geometry.

Summary:
- structure (SMILES) = N[C@@H](Cc1ccccc1)C(=O)N[C@@H](CC(=O)O)C(=O)O
- calculated total energy (eV) = -26958.353
- ΔE to the lowest compared entry with this formula, charge and spin (kJ/mol) = 187.28
- HOMO energy (Ha) = -0.334

```
! wB97M-V def2-TZVPD RIJCOSX def2/J DEFGRID3
* xyz 0 1
N 1.090 1.996 -0.620
C -0.238 1.557 -0.103
C -0.949 0.779 -1.244
C -2.305 0.312 -0.939
C -3.430 1.051 -1.215
C -4.694 0.735 -0.654
C -4.889 -0.391 0.031
C -3.781 -1.172 0.346
C -2.506 -0.824 -0.139
C -0.110 0.608 1.171
O -0.811 0.790 2.142
N 0.684 -0.537 1.203
C 1.815 -0.865 0.361
C 3.116 -0.357 0.914
C 4.160 -0.168 -0.164
O 4.100 -0.662 -1.239
O 5.154 0.685 0.158
C 1.938 -2.421 0.267
O 1.278 -3.173 0.940
O 2.901 -2.928 -0.457
H 1.853 1.581 -0.030
H 1.144 3.011 -0.564
H -0.810 2.400 0.284
H -1.076 1.507 -2.115
H -0.293 0.050 -1.740
H -3.349 1.983 -1.838
H -5.480 1.539 -0.676
H -5.808 -0.645 0.506
H -3.995 -2.095 0.944
H -1.640 -1.506 0.133
H 0.483 -1.109 2.017
H 1.615 -0.336 -0.578
H 2.904 0.653 1.313
H 3.646 -1.018 1.592
H 5.007 1.144 0.973
H 3.275 -2.171 -0.981
*
```

Mulliken population analysis, charges in e, atoms 1 to 4: N -0.54; C 0.26; C -0.97; C 0.54

---

The following is a DFT calculation (the ωB97M-V functional and the def2-TZVPD basis) of the ion C13H16N5O8S2 with charge -1 in a non-equilibrium geometry.

Summary:
- structure (SMILES) = CC1(C)O[C@@H]2[C@H](O1)[C@@H](COS(=O)(=O)[O-])O[C@H]2n1c(=S)[nH]c2c(=O)[nH]c(N)nc21
- calculated total energy (eV) = -59242.499
- HOMO energy (Ha) = -0.205

```
! wB97M-V def2-TZVPD RIJCOSX def2/J DEFGRID3
* xyz -1 1
C 3.939 -1.473 0.354
C 3.101 -0.778 -0.671
C 3.932 -0.590 -1.959
O 2.694 0.491 -0.196
C 1.336 0.453 0.077
C 0.812 -0.729 -0.657
O 1.978 -1.534 -1.012
C 0.072 -0.188 -1.900
C -1.317 -0.822 -2.199
O -1.088 -2.097 -2.840
S -1.687 -3.323 -1.776
O -1.589 -2.892 -0.385
O -1.052 -4.641 -1.994
O -3.182 -3.354 -1.935
O 0.061 1.252 -1.732
C 0.621 1.666 -0.429
N -0.295 2.392 0.463
C -0.199 3.621 1.184
S 1.016 4.626 1.232
N -1.394 3.904 1.881
C -2.004 2.651 1.936
C -3.026 2.126 2.831
O -3.602 2.769 3.669
N -3.433 0.827 2.641
C -2.793 0.034 1.754
N -3.183 -1.190 1.507
N -1.800 0.441 1.070
C -1.392 1.728 1.139
H 3.299 -1.841 1.222
H 4.735 -0.814 0.833
H 4.410 -2.313 -0.050
H 4.671 0.107 -1.623
H 3.236 -0.282 -2.781
H 4.410 -1.585 -2.238
H 1.229 0.317 1.166
H 0.185 -1.278 0.001
H 0.764 -0.483 -2.723
H -2.003 -0.795 -1.272
H -1.781 -0.288 -3.050
H 1.442 2.393 -0.645
H -1.453 4.496 2.689
H -3.803 0.351 3.461
H -3.029 -1.763 2.349
H -2.841 -1.592 0.609
*
```

Mulliken population analysis, charges in e, atoms 1 to 4: C -1.60; C 1.39; C -1.46; O -0.55

---

Q: Which of these has the highest calculated total energy?
A: C13H16N2O5

---

Repeat the fourth record exactly.
The following is a DFT calculation (the ωB97M-V functional and the def2-TZVPD basis) of a structure of composition C13H16Cl2N2Tm in a non-equilibrium geometry.

Summary:
- calculated total energy (eV) = -71295.473
- ΔE to the lowest compared entry with this formula, charge and spin (kJ/mol) = 57.51
- HOMO energy (spin up / spin down) (Ha) = -0.068 / -0.068
- <S²> = 2.00

```
! wB97M-V def2-TZVPD RIJCOSX def2/J DEFGRID3
* xyz -1 3
Tm -0.153 -1.000 -1.517
Cl -0.368 1.466 -1.807
Cl -0.439 -2.643 0.297
C -0.496 -2.091 -3.368
H -0.122 -3.219 -3.335
H 0.313 -1.758 -4.129
C 2.101 -0.528 1.086
C 1.997 -0.658 -0.210
H 1.498 -1.219 1.655
C 2.640 0.266 -1.210
H 1.601 -1.605 -0.643
C 3.897 0.925 -0.633
H 2.796 -0.212 -2.198
H 1.816 1.003 -1.311
C 3.562 1.521 0.756
H 4.658 0.114 -0.545
H 4.247 1.701 -1.355
C 2.783 0.613 1.730
H 4.525 1.804 1.207
H 2.971 2.420 0.590
H 3.454 0.320 2.563
H 1.991 1.239 2.189
N -6.648 -1.566 -0.332
C -5.660 -1.040 0.014
C -4.466 -0.379 0.459
C -4.517 0.531 1.521
C -3.347 1.162 1.928
C -2.153 0.866 1.236
N -2.124 -0.009 0.229
C -3.229 -0.629 -0.161
H -5.464 0.728 2.011
H -3.328 1.873 2.754
H -1.211 1.363 1.510
H -3.126 -1.359 -0.981
*
```

Mulliken population analysis, charges in e, atoms 1 to 4: Tm 0.35; Cl -0.63; Cl -0.54; C -0.69